Entry A
Formula: HNO2S
Source: OMol25
Level of theory: the ωB97M-V functional and the def2-TZVPD basis

XYZ file:
```
5
HNO2S (the ωB97M-V functional and the def2-TZVPD basis)
S -1.03 -0.58 1.91
O 0.41 0.52 -1.27
O -0.11 -0.34 0.64
N -0.57 0.00 -0.54
H 1.31 0.40 -0.74
```

HOMO energy (spin up / spin down)   -9.2121 / -9.5496 eV
Orbital gap (spin up / spin down)   7.5 / 9.4 eV

=====

Entry B
Formula: HNO2S
Source: OMol25
Level of theory: the ωB97M-V functional and the def2-TZVPD basis

XYZ file:
```
5
HNO2S (the ωB97M-V functional and the def2-TZVPD basis)
S -0.64 0.29 -0.32
O -1.08 -1.21 -0.26
O 0.96 0.29 -0.64
N -0.86 0.10 1.22
H 1.62 0.53 0.00
```

HOMO energy (spin up / spin down)   -10.4132 / -10.5247 eV
Orbital gap (spin up / spin down)   8.4 / 8.5 eV
Structure (SMILES)   N#S(=O)O

=====

Which structure loses on stability? entry A does.

=====

Entry A
Formula: C4H7NO4
Source: OMol25
Level of theory: the ωB97M-V functional and the def2-TZVPD basis

XYZ file:
```
16
C4H7NO4 (the ωB97M-V functional and the def2-TZVPD basis)
O 1.72 2.58 0.19
O 0.69 3.75 1.79
O -1.39 -0.43 -0.32
O -0.53 -2.57 -1.85
N -1.10 0.90 1.23
C -0.03 -0.78 -0.32
C 0.83 2.71 0.97
C 0.13 -2.26 -0.63
C -0.24 1.70 1.11
H 0.55 -0.17 -1.05
H 1.20 -2.55 -0.66
H 0.40 -0.58 0.66
H -0.37 -2.85 0.15
H 0.01 -2.19 -2.57
H -1.77 -0.91 -1.06
H -0.10 3.66 2.35
```

HOMO energy   -10.1924 eV
Orbital gap   10.3 eV
Structure (SMILES)   N#CC(=O)O.OCCO

=====

Entry B
Formula: C4H7NO4
Source: OMol25
Level of theory: the ωB97M-V functional and the def2-TZVPD basis

XYZ file:
```
16
C4H7NO4 (the ωB97M-V functional and the def2-TZVPD basis)
O -1.54 0.99 1.91
O -3.52 1.94 2.04
O 0.19 -0.24 -0.89
O 2.10 -1.31 -0.49
N 1.06 -0.29 1.30
C 1.10 -0.54 -0.05
C 0.45 -0.88 -2.11
C -2.39 1.66 1.39
C 1.76 -1.63 -1.86
H 0.36 -0.05 1.96
H 2.66 -1.37 -2.36
H -4.04 2.68 1.61
H 0.40 -0.02 -2.80
H -2.35 2.06 0.41
H 1.80 -2.68 -1.84
H 1.97 -0.31 1.78
```

HOMO energy (spin up / spin down)   -5.7809 / -5.7802 eV
Orbital gap (spin up / spin down)   6.1 / 6.1 eV

=====

Which structure loses on stability? entry B does.

=====

Entry A
Formula: C4H7NO4
Source: OMol25
Level of theory: the ωB97M-V functional and the def2-TZVPD basis

XYZ file:
```
16
C4H7NO4 (the ωB97M-V functional and the def2-TZVPD basis)
O -0.31 -1.34 1.68
O -1.81 0.80 0.56
O 2.13 -1.14 -1.39
O 2.49 -1.30 0.83
N -2.56 0.59 -0.62
C 0.63 1.60 -0.18
C 0.06 0.48 0.15
C -0.35 -0.80 0.46
C 1.77 -1.04 -0.09
H -0.89 -1.37 -0.28
H -2.78 1.51 -1.00
H 1.66 1.64 -0.51
H 3.05 -1.50 -1.42
H 0.05 2.52 -0.14
H -3.44 0.17 -0.32
H 0.28 -0.83 2.26
```

HOMO energy (spin up / spin down)   -7.5295 / -7.5259 eV
Orbital gap (spin up / spin down)   7.8 / 7.8 eV

=====

Entry B
Formula: C4H7NO4
Source: OMol25
Level of theory: the ωB97M-V functional and the def2-TZVPD basis

XYZ file:
```
16
C4H7NO4 (the ωB97M-V functional and the def2-TZVPD basis)
O 0.36 -1.53 -1.74
O -1.83 0.33 -0.22
O -1.17 1.62 1.47
O 0.14 -2.58 0.27
N 1.36 1.99 0.36
C 0.44 -1.61 -0.41
C -0.90 1.09 0.43
C 1.16 -0.40 0.15
C 0.53 0.96 -0.18
H 0.38 1.02 -1.27
H 2.17 -0.40 -0.26
H 0.99 2.94 0.04
H -2.57 0.35 0.37
H 1.16 2.02 1.36
H 1.18 -0.60 1.22
H -0.13 -2.33 -2.03
```

HOMO energy   -10.1491 eV
Orbital gap   10.7 eV
Structure (SMILES)   N[C@@H](CC(=O)O)C(=O)O

=====

Entry C
Formula: C4H7NO4
Source: OMol25
Level of theory: the ωB97M-V functional and the def2-TZVPD basis

XYZ file:
```
16
C4H7NO4 (the ωB97M-V functional and the def2-TZVPD basis)
O -0.79 -0.45 1.40
O 2.14 -1.74 -1.11
O 1.46 0.68 1.65
O 2.84 0.80 -0.13
N 1.75 0.72 0.45
C -1.86 0.02 -0.71
C 0.63 0.57 -0.43
C -0.75 0.47 0.32
C 1.24 -1.45 -0.47
H -1.85 0.64 -1.61
H -0.96 1.49 0.65
H -2.83 0.07 -0.20
H 0.70 -1.87 0.43
H -0.85 -0.02 2.29
H 0.79 0.99 -1.35
H -1.65 -0.93 -1.16
```

HOMO energy   -9.3323 eV
Orbital gap   9.1 eV

=====

Entry D
Formula: C4H7NO4
Source: OMol25
Level of theory: the ωB97M-V functional and the def2-TZVPD basis

XYZ file:
```
16
C4H7NO4 (the ωB97M-V functional and the def2-TZVPD basis)
O -0.74 -2.33 0.20
O -1.48 0.28 -1.33
O -0.21 2.08 -1.72
O -1.36 -0.95 1.92
N 1.45 -0.92 -0.33
C -0.55 1.06 -1.04
C 0.70 -0.38 0.69
C -0.56 -1.35 0.77
C 0.15 1.03 0.38
H 2.40 -0.57 -0.44
H 1.03 1.81 0.44
H 1.25 -0.51 1.62
H -0.40 2.07 -2.74
H 1.08 -1.03 -1.31
H -0.63 1.26 1.11
H -2.13 -1.55 1.77
```

HOMO energy   -9.4020 eV
Orbital gap   9.8 eV
Structure (SMILES)   N[C@@H](CC(=O)O)C(=O)O

=====

Which structure loses on stability? entry A does.

=====

Entry A
Formula: C45H63BIrN6O3S4
Source: OMol25
Level of theory: the ωB97M-V functional and the def2-TZVPD basis

XYZ file:
```
123
C45H63BIrN6O3S4 (the ωB97M-V functional and the def2-TZVPD basis)
Ir 0.67 -1.37 -0.67
S -1.36 -3.64 -2.54
S 2.40 -3.03 -1.35
S 1.30 0.33 -2.45
S -0.08 -5.09 2.22
O -2.24 -1.22 0.37
O 2.22 -0.54 0.14
O -0.70 -2.32 -2.18
N 1.54 -5.27 -2.66
N -0.48 0.51 -4.49
N -0.10 0.53 0.31
N 1.68 -3.51 -3.96
N 0.62 -2.81 1.25
N 0.88 -1.19 -4.70
C -2.38 5.14 0.75
C 0.38 4.34 3.72
C -0.79 -0.11 -5.67
C 1.82 3.92 3.39
C 0.76 2.29 1.77
C 1.26 -4.57 -4.72
C 2.62 5.18 3.00
C 1.85 -3.95 -2.70
C -4.76 4.62 0.22
C -4.51 -1.66 2.00
C -2.87 -3.74 -1.54
C -3.03 4.51 -1.58
C 3.16 2.42 1.86
C 2.34 -4.95 3.66
C -3.31 4.24 -0.09
C -3.79 0.53 0.82
C -1.69 2.32 0.12
C 1.57 -6.10 -1.48
C 5.62 0.79 2.00
C 3.38 1.33 1.05
C -2.49 -0.02 0.48
C -1.08 1.72 -3.96
C 2.80 -2.45 2.44
C -5.42 0.52 2.70
C 0.89 1.20 0.89
C 4.82 0.94 0.69
C 1.64 -3.16 2.13
C 5.41 2.09 -0.15
C -6.05 -0.43 0.45
C 3.71 -2.99 3.32
C -1.39 0.98 0.31
C -0.31 -3.71 1.22
C 1.42 -4.40 2.76
C 0.54 -0.16 -3.91
C 1.17 -5.66 -3.92
C 2.20 0.62 0.65
C -4.01 1.86 0.56
C 2.46 3.29 4.64
C 1.88 2.87 2.29
C -2.19 -3.32 -4.10
C 3.49 -4.23 3.92
C 0.06 -1.17 -5.79
C -3.01 2.78 0.19
C 4.97 -0.36 -0.11
C -4.91 -0.27 1.48
B 2.14 -2.10 -4.46
H -1.34 1.57 -2.91
H 4.88 2.18 -1.10
H -3.67 3.88 -2.21
H 1.37 -5.49 -0.61
H 0.83 -6.89 -1.57
H 0.90 -6.68 -4.16
H 2.23 5.62 2.08
H -1.33 5.04 0.45
H 0.40 5.09 4.51
H -3.70 -3.28 -2.06
H -6.26 0.00 3.15
H 4.62 -2.46 3.54
H -5.68 -0.89 -0.46
H -1.45 -3.29 -4.90
H -0.38 2.55 -4.02
H -4.63 0.61 3.45
H -0.11 4.79 2.85
H -2.66 6.18 0.62
H 6.60 0.36 1.78
H -0.21 3.50 4.08
H -1.19 -3.61 0.61
H -2.90 -4.13 -4.28
H -2.46 4.90 1.81
H 1.08 -4.48 -5.78
H -1.57 0.24 -6.33
H 2.79 -1.59 -3.61
H -0.23 2.62 2.04
H 5.34 3.04 0.37
H -2.65 -3.17 -0.64
H 2.55 -6.57 -1.35
H 6.46 1.88 -0.36
H 3.51 3.07 4.48
H 4.22 -4.64 4.61
H -5.00 4.46 1.27
H 5.79 1.76 2.48
H 2.72 -2.22 -5.50
H 2.54 5.91 3.80
H 3.68 4.96 2.86
H -2.70 -2.36 -4.04
H 6.02 -0.47 -0.39
H 2.38 3.99 5.48
H -5.46 4.08 -0.41
H -6.83 -1.07 0.87
H -5.76 1.53 2.44
H 4.03 2.95 2.21
H 4.68 -1.23 0.46
H -3.50 -1.68 2.40
H -1.99 4.32 -1.84
H 1.95 2.37 4.92
H 0.16 -1.87 -6.60
H -3.09 -4.78 -1.31
H -1.97 1.97 -4.53
H -0.89 3.00 -0.12
H -3.25 5.55 -1.81
H 2.15 -5.90 4.12
H 4.38 -0.34 -1.03
H 2.97 -1.49 1.99
H -6.50 0.53 0.20
H -4.59 -2.41 1.21
H -4.89 5.68 0.01
H -5.01 2.24 0.69
H 5.10 0.15 2.70
H -5.19 -1.96 2.79
```

HOMO energy (spin up / spin down)   -12.6967 / -12.7202 eV
Spin multiplicity   2
Net charge   +2
Orbital gap (spin up / spin down)   5.7 / 5.4 eV

=====

Entry B
Formula: C45H63BIrN6O3S4
Source: OMol25
Level of theory: the ωB97M-V functional and the def2-TZVPD basis

XYZ file:
```
123
C45H63BIrN6O3S4 (the ωB97M-V functional and the def2-TZVPD basis)
Ir 0.95 -0.15 -0.78
S 4.29 1.40 -1.74
S 2.63 0.34 -2.46
S -0.49 -3.06 -1.14
S 3.04 -0.57 3.26
O -0.42 0.18 -2.23
O 0.79 -2.22 -1.35
O 0.71 1.78 -0.20
N 2.27 -0.62 0.81
N 4.33 -1.89 -2.95
N 5.35 0.57 0.65
N 5.61 -0.86 -0.97
N -0.69 -0.28 0.33
N 2.38 -1.91 -3.93
C -1.14 0.51 2.67
C 4.20 -3.09 -3.62
C -2.77 0.78 -4.09
C -6.38 -1.56 -1.34
C -1.84 0.02 5.41
C -1.65 1.47 4.98
C 3.21 -1.21 -3.14
C -0.62 0.67 1.40
C 2.32 0.12 1.88
C -1.39 1.22 -4.59
C 1.11 -1.45 -4.49
C -3.01 2.18 5.00
C -3.31 -0.30 -5.03
C 3.38 -2.00 2.34
C -0.71 2.15 5.99
C -0.51 2.76 3.11
C 3.88 -3.97 0.50
C 5.10 0.32 -0.64
C -1.65 0.05 -1.82
C 6.18 -1.40 0.15
C 2.03 4.26 0.90
C 3.19 -2.84 0.09
C -5.55 -1.72 1.00
C 0.07 2.94 1.85
C 2.99 -3.10 -4.23
C -0.05 -4.59 -1.95
C -3.11 -0.51 0.11
C -0.40 -3.62 0.56
C 5.05 1.82 1.35
C 4.07 -3.14 2.76
C 4.30 -4.13 1.82
C -2.79 0.25 -2.65
C 0.56 5.34 2.55
C -6.31 0.49 0.11
C 0.59 4.32 1.41
C -1.07 1.57 3.57
C -0.33 4.81 0.28
C -4.00 -0.06 -2.08
C -4.19 -0.48 -0.73
C -1.83 -0.26 -0.42
C -5.60 -0.83 -0.24
C 0.07 1.83 1.00
C 6.04 -0.50 1.16
C -3.68 2.02 -4.15
C 2.91 -1.85 1.03
B 5.73 -1.34 -2.46
H -3.72 2.39 -5.18
H -0.53 -2.75 1.19
H 6.67 -2.35 0.13
H -0.74 -5.36 -1.61
H 5.97 -0.37 -3.11
H 6.40 -0.51 2.18
H -3.29 2.82 -3.52
H -3.20 -0.74 1.16
H 2.86 -2.73 -0.93
H -6.56 -2.02 1.27
H -4.34 -0.56 -4.81
H -0.01 5.79 -0.06
H 0.58 -4.08 0.73
H -1.36 4.89 0.64
H 0.58 -2.31 -4.87
H -1.20 -4.34 0.72
H -0.92 -0.56 5.31
H 1.31 -0.76 -5.31
H 5.29 1.69 2.41
H 4.41 -3.24 3.78
H -3.71 1.71 4.31
H -0.69 3.23 5.86
H -6.69 -0.88 -2.15
H 2.52 -3.83 -4.86
H 1.01 6.27 2.21
H -1.51 1.70 -5.56
H -0.72 0.37 -4.73
H -7.29 -1.98 -0.92
H 2.16 3.56 0.07
H -2.91 3.23 4.72
H 0.31 1.77 5.90
H -3.45 2.14 6.00
H 0.97 -4.83 -1.69
H 2.70 3.97 1.72
H -1.62 -0.43 2.93
H -0.52 3.60 3.79
H -2.15 -0.02 6.45
H -0.91 1.93 -3.92
H -0.45 5.57 2.88
H -6.33 1.17 -0.75
H -3.27 0.05 -6.06
H 5.66 2.63 0.95
H -5.82 0.99 0.94
H -7.35 0.28 0.39
H 0.51 -0.96 -3.73
H -0.31 4.12 -0.56
H 5.00 -3.81 -3.62
H -4.97 -2.63 0.81
H -5.80 -2.37 -1.78
H 4.10 -4.74 -0.23
H -2.70 -1.21 -4.96
H 4.00 2.06 1.23
H 1.13 4.99 3.42
H -2.63 -0.48 4.83
H 2.34 5.25 0.58
H -0.16 -4.45 -3.02
H 1.90 1.11 1.94
H 4.82 -5.03 2.12
H 6.54 -2.21 -2.57
H -1.06 1.96 7.00
H -4.88 0.05 -2.69
H -5.13 -1.21 1.86
H -4.69 1.80 -3.83
```

HOMO energy (spin up / spin down)   -12.0211 / -11.9854 eV
Spin multiplicity   2
Net charge   +2
Orbital gap (spin up / spin down)   6.2 / 5.5 eV

=====

Which structure loses on stability? entry A does.

=====

Entry A
Formula: C4H10NOP
Source: OMol25
Level of theory: the ωB97M-V functional and the def2-TZVPD basis

XYZ file:
```
17
C4H10NOP (the ωB97M-V functional and the def2-TZVPD basis)
P -2.82 -0.07 0.15
O -0.54 -0.60 1.28
N -2.37 1.29 -0.51
C 0.99 0.27 -0.28
C 0.36 -2.20 -0.32
C 0.35 -0.79 0.23
C 0.75 1.67 0.33
H 0.84 1.45 1.42
H -2.24 -0.78 -0.85
H -0.74 0.36 1.27
H 1.60 2.33 -0.07
H 0.41 -2.28 -1.42
H -0.55 -2.81 -0.05
H -3.04 2.01 -0.20
H 1.53 0.18 -1.16
H -0.32 1.89 0.11
H 1.31 -2.71 0.19
```

HOMO energy   -8.6237 eV
Orbital gap   8.5 eV
Structure (SMILES)   [H]/N=P/[H].C/C=C(/C)O

=====

Entry B
Formula: C4H10NOP
Source: OMol25
Level of theory: the ωB97M-V functional and the def2-TZVPD basis

XYZ file:
```
17
C4H10NOP (the ωB97M-V functional and the def2-TZVPD basis)
P -3.32 0.07 -0.08
O -1.81 -0.59 0.08
N 0.44 1.55 -0.31
C -0.75 -0.23 0.82
C 0.48 -0.55 -1.48
C 1.81 -0.02 0.74
C 0.59 0.20 -0.11
H -0.02 0.18 -2.12
H 2.03 -1.20 0.74
H -0.52 -1.21 1.44
H 2.55 0.65 0.38
H 1.68 0.36 1.84
H -0.18 1.76 -1.03
H -0.12 -1.50 -1.54
H 1.57 -0.82 -1.86
H -3.37 0.94 0.94
H -1.07 0.41 1.55
```

HOMO energy (spin up / spin down)   -9.2869 / -7.9898 eV
Orbital gap (spin up / spin down)   8.6 / 7.5 eV

=====

Which structure loses on stability? entry B does.

=====

Entry A
Formula: CH3I2O2P
Source: OMol25
Level of theory: the ωB97M-V functional and the def2-TZVPD basis

XYZ file:
```
9
CH3I2O2P (the ωB97M-V functional and the def2-TZVPD basis)
I -3.84 2.27 -0.12
I -4.07 -1.70 -0.08
P -2.90 0.18 0.95
O -1.43 0.17 0.16
O -0.33 -1.95 0.07
C -0.35 -0.65 0.66
H -0.24 -0.77 1.80
H -0.25 -1.85 -0.93
H 0.54 -0.14 0.29
```

HOMO energy   -9.1735 eV
Orbital gap   8.5 eV
Structure (SMILES)   OCOP(I)I

=====

Entry B
Formula: CH3I2O2P
Source: OMol25
Level of theory: the ωB97M-V functional and the def2-TZVPD basis

XYZ file:
```
9
CH3I2O2P (the ωB97M-V functional and the def2-TZVPD basis)
I -1.21 1.39 2.07
I 1.91 1.70 -0.21
P -0.45 1.24 -0.23
O -1.14 2.13 -1.19
O -0.64 -0.28 -0.54
C 0.23 -1.32 0.00
H 0.01 -1.60 0.95
H -0.06 -2.12 -0.59
H 1.36 -1.14 -0.26
```

HOMO energy   -9.9515 eV
Orbital gap   9.1 eV
Structure (SMILES)   COP(=O)(I)I

=====

Which structure loses on stability? entry A does.

=====

Entry A
Formula: C3H10S3
Source: OMol25
Level of theory: the ωB97M-V functional and the def2-TZVPD basis

XYZ file:
```
16
C3H10S3 (the ωB97M-V functional and the def2-TZVPD basis)
S -1.46 0.62 1.29
S 3.31 -0.23 -0.82
S -2.77 -0.04 -0.13
C 0.95 1.02 -1.41
C 1.62 -0.35 -1.64
C -2.10 -0.12 2.79
H 1.70 1.80 -1.34
H -2.17 -1.20 2.70
H 1.72 -0.53 -2.69
H -2.12 -1.18 -0.41
H 3.81 -1.34 -1.37
H 1.25 -1.14 -1.01
H -3.03 0.30 3.14
H -1.39 0.14 3.58
H 0.25 1.24 -2.22
H 0.44 1.03 -0.46
```

HOMO energy   -8.8990 eV
Orbital gap   9.4 eV
Structure (SMILES)   CCS.CSS

=====

Entry B
Formula: C3H10S3
Source: OMol25
Level of theory: the ωB97M-V functional and the def2-TZVPD basis

XYZ file:
```
16
C3H10S3 (the ωB97M-V functional and the def2-TZVPD basis)
S 1.43 -1.70 0.34
S -1.47 1.49 0.27
S 2.66 -1.71 2.11
C -1.59 -0.25 0.81
C -2.19 1.23 -1.43
C 2.20 -0.09 -0.24
H -1.42 1.58 -2.14
H -2.55 -0.47 1.31
H -3.06 1.91 -1.49
H 3.28 -0.33 -0.21
H -1.41 -0.93 -0.05
H -0.76 -0.44 1.48
H 3.79 -1.36 1.50
H -2.65 0.24 -1.45
H 2.00 0.78 0.40
H 1.75 0.04 -1.21
```

HOMO energy   -8.4545 eV
Orbital gap   8.7 eV
Structure (SMILES)   CSC.CSS

=====

Which structure loses on stability? entry B does.

=====

Entry A
Formula: C6H18O2
Source: OMol25
Level of theory: the ωB97M-V functional and the def2-TZVPD basis

XYZ file:
```
26
C6H18O2 (the ωB97M-V functional and the def2-TZVPD basis)
O -0.93 -1.33 -2.68
O 2.01 -0.98 -3.13
C -1.52 1.32 -0.81
C 1.86 0.62 0.43
C -0.63 -1.49 2.24
C 0.08 -0.13 2.09
C -0.45 1.58 0.25
C 0.38 0.29 0.64
H -2.11 0.43 -0.61
H -0.48 -0.81 -2.00
H 2.53 -0.08 0.95
H -1.27 1.14 -1.86
H 1.42 -0.43 -2.59
H 0.06 -0.46 -0.08
H -1.56 -1.57 1.68
H -0.96 -1.50 3.29
H -0.51 0.65 2.58
H 1.44 -1.65 -3.50
H -1.01 1.92 1.12
H 2.20 0.58 -0.59
H 0.99 -0.25 2.68
H 0.22 2.37 -0.10
H 2.08 1.58 0.89
H -2.20 2.18 -0.82
H -1.71 -1.68 -2.23
H 0.09 -2.30 2.17
```

HOMO energy   -10.9577 eV
Orbital gap   11.6 eV
Structure (SMILES)   CCC(C)CC.O.O

=====

Entry B
Formula: C6H18O2
Source: OMol25
Level of theory: the ωB97M-V functional and the def2-TZVPD basis

XYZ file:
```
26
C6H18O2 (the ωB97M-V functional and the def2-TZVPD basis)
O 3.18 0.85 -0.02
O -1.60 2.28 1.25
C -0.25 -0.86 0.63
C -1.03 -0.76 -0.69
C -0.13 1.32 -1.87
C -1.18 -1.15 1.81
C 0.82 -1.97 0.56
C -0.26 -0.19 -1.87
H 2.78 -0.01 0.13
H -1.94 -0.18 -0.50
H -1.58 -0.19 2.14
H -0.76 -0.53 -2.78
H -0.59 -1.47 2.66
H -1.17 2.82 0.62
H 0.16 1.72 -0.90
H 0.24 0.07 0.87
H 0.54 1.70 -2.64
H 0.73 -0.64 -1.97
H -1.37 -1.77 -0.92
H -1.91 1.53 0.74
H 0.59 -2.92 1.03
H 4.13 0.74 0.12
H -2.04 -1.78 1.67
H -1.10 1.78 -2.08
H 1.74 -1.58 0.99
H 1.18 -2.14 -0.46
```

HOMO energy   -11.0294 eV
Orbital gap   11.8 eV
Structure (SMILES)   CCCC(C)C.O.O

=====

Which structure loses on stability? entry A does.